A | Density functional theory data (ωB97M-V with the def2-TZVPD basis set) for a molecular structure, C3H5NO4.

Structure (XYZ):
```
13
Properties=species:S:1:pos:R:3:nbo_charge:R:1
C 1.001 0.167 -0.339 0.49
C 0.783 -1.164 -0.350 -0.24
C -0.197 -0.343 1.339 0.36
H 2.070 0.576 -1.836 0.50
H 1.115 -1.912 -1.045 0.22
H -0.750 -0.187 2.282 0.21
H -2.021 -0.332 0.408 0.48
H -0.718 1.276 -0.801 0.46
N -0.009 -1.475 0.762 -0.51
O 1.657 1.054 -1.108 -0.66
O 0.392 0.718 0.725 -0.45
O -1.673 0.523 0.625 -0.42
O -1.648 1.099 -0.663 -0.44
```

Output
highest occupied orbital energy = -8.207 eV
Kohn-Sham gap = 8.64 eV
total charge = 0



B | Density functional theory data (ωB97M-V with the def2-TZVPD basis set) for a molecular structure, C3H5NO4.

Structure (XYZ):
```
13
Properties=species:S:1:pos:R:3:nbo_charge:R:1
C 0.607 -0.561 0.865 -0.61
N -0.168 0.919 -0.633 -0.29
C 1.050 -0.128 -0.521 0.78
C -0.835 -0.301 0.451 0.78
O -0.064 2.143 0.046 -0.54
O -0.674 -1.343 -0.979 -0.88
O 1.975 -0.231 -1.246 -0.49
O -1.854 -0.047 1.014 -0.60
H -0.884 2.210 0.569 0.49
H -0.378 -2.234 -0.751 0.47
H -0.585 1.021 -1.557 0.40
H 0.949 0.141 1.630 0.25
H 0.861 -1.588 1.112 0.25
```

Output
highest occupied orbital energy = -10.256 eV
Kohn-Sham gap = 10.78 eV
total charge = 0



B (42.0 kcal/mol below the next structure)